(1)
{
  "formula": "C11H8CeNO5",
  "method": "the ωB97M-V functional and the def2-TZVPD basis",
  "species": ["O", "C", "Ce", "O", "C", "C", "O", "C", "O", "C", "O", "H", "N", "C", "C", "C", "C", "C", "C", "H", "H", "H", "H", "H", "H", "H"],
  "positions_angstrom": [[4.42239, -3.81897, -4.54064], [3.72625, -3.00616, -4.06332], [1.14270, -1.04084, -0.84478], [2.09542, -0.30668, -3.89332], [1.66289, -0.41644, -2.79634], [0.79319, -1.88778, 1.05266], [0.69225, -2.42731, 2.08731], [2.88536, -0.08530, -0.10729], [3.97083, 0.17922, 0.26123], [-0.50351, -2.10615, -1.61336], [-1.17065, -2.95146, -2.06925], [2.33118, -2.73128, -1.16163], [-0.25667, 1.41157, -0.58457], [-1.06682, 1.32513, 0.58871], [-0.49454, 1.05684, 1.84687], [-1.31798, 1.21978, 2.97393], [-2.65205, 1.60357, 2.80005], [-3.21635, 1.80657, 1.52509], [-2.43668, 1.60334, 0.38602], [0.68979, 1.78560, -0.59678], [-0.71567, 1.34815, -1.49103], [0.56960, 0.74215, 1.90605], [-0.88163, 1.04986, 3.96366], [-3.28213, 1.75515, 3.67318], [-4.24711, 2.12775, 1.37247], [-2.74007, 1.76369, -0.67491]],
  "atomic_forces_ev_per_a": [[-3.3, 3.9, 2.3], [3.3, -3.9, -2.3], [0.2, 0.0, -0.2], [-2.2, -0.5, 5.6], [3.9, 2.5, -11.7], [-1.3, -5.1, 10.1], [0.3, 2.1, -4.1], [10.0, 4.1, 4.0], [-4.8, -1.2, -1.7], [-8.1, -6.7, -4.2], [2.7, 3.3, 1.8], [-0.6, 0.8, 0.4], [-0.9, -1.0, 1.4], [1.7, 0.4, -2.4], [-0.2, 0.2, 1.4], [2.1, -0.6, -1.0], [-0.8, 0.3, 0.2], [0.2, -0.2, -1.9], [-0.9, 0.4, 0.5], [-0.3, 0.3, 0.3], [-0.1, 0.7, 0.2], [-0.8, 0.4, 0.2], [-0.4, 0.1, -0.3], [0.1, 0.0, -0.1], [0.2, -0.1, 0.4], [-0.3, 0.0, 1.2]],
  "mulliken_charge": [-0.157, 0.147, 0.248, -0.114, 0.329, 0.236, -0.136, 0.331, -0.147, 0.368, -0.133, -0.034, -0.504, 1.084, -0.209, -0.740, -0.360, -0.586, -0.457, 0.357, 0.286, 0.515, 0.446, 0.446, 0.441, 0.342],
  "spin_multiplicity": 2,
  "e_above_lowest_kj_mol": 1147.0,
  "total_charge": 2,
  "total_energy_ha": -1328.98248
}

(2)
{
  "formula": "C5H36N2O13",
  "method": "the ωB97M-V functional and the def2-TZVPD basis",
  "species": ["O", "C", "N", "C", "C", "C", "N", "C", "H", "H", "H", "H", "H", "H", "H", "H", "H", "H", "H", "H", "H", "H", "O", "H", "H", "O", "H", "H", "O", "H", "H", "O", "H", "H", "O", "H", "H", "O", "H", "H", "O", "H", "H", "O", "H", "H", "O", "H", "H", "O", "H", "H", "O", "H", "H", "O"],
  "positions_angstrom": [[-0.27666, 0.84180, -0.56833], [-0.81441, -0.00470, 0.17542], [-2.16528, 0.19327, 0.31861], [-3.02884, -1.00761, 0.55612], [-2.87068, 1.05057, -0.54414], [-0.04733, -1.03178, 1.15013], [1.37549, -0.90360, 0.92757], [2.07044, -2.04454, 1.53556], [-3.50432, -0.67138, 1.49234], [-3.81696, -1.25252, -0.17889], [-2.37952, -1.89222, 0.79499], [-2.44173, 2.09102, -0.61126], [-3.89738, 1.32153, -0.03437], [-3.05214, 0.84272, -1.62875], [-0.49164, -2.02916, 0.95085], [-0.31199, -0.70104, 2.16741], [1.60774, -0.69485, -0.03684], [2.06710, -3.00207, 0.85866], [1.66057, -2.31713, 2.57561], [3.02763, -1.68426, 1.65165], [2.39797, 1.91236, 0.08098], [2.71789, 3.30498, 0.48584], [2.87022, 2.68723, -0.07124], [-1.33048, -3.92590, -0.88030], [-0.44754, -3.82195, 0.38249], [-1.14570, -4.22622, -0.08479], [0.64588, -2.96329, -2.97028], [1.34367, -3.56470, -1.92115], [0.45199, -3.18147, -2.03302], [1.25571, 0.64106, -1.64949], [2.29268, -0.35857, -2.40307], [2.04741, 0.62240, -2.16892], [-0.53886, 1.52097, -5.26490], [-0.48531, 1.39111, -3.69494], [-0.59045, 0.97628, -4.50208], [-1.28766, 0.92622, 3.56783], [-1.86375, 1.42143, 2.21526], [-1.18820, 1.71122, 2.96387], [0.75218, 0.27818, 5.50466], [0.50983, 0.82807, 4.11494], [0.39721, 0.04712, 4.60115], [0.35598, 1.97779, 2.59357], [1.23893, 0.67134, 2.24815], [1.35133, 1.64777, 2.63657], [-2.11249, -2.06716, 4.04985], [-1.51045, -0.60603, 4.67119], [-2.34819, -1.18870, 4.46432], [2.88294, 3.77268, -2.43539], [2.69944, 2.25900, -2.67712], [2.63727, 3.10909, -3.01347], [0.48197, -0.34902, -4.63833], [1.85777, -0.56718, -5.15390], [1.25407, -0.92753, -4.54647], [0.37540, 3.44092, -2.43288], [-0.29130, 2.50211, -1.39387], [-0.38746, 2.99433, -2.19738]],
  "atomic_forces_ev_per_a": [[0.9, -2.0, 1.3], [0.2, 2.1, -0.3], [-0.4, -3.4, -0.6], [0.7, -0.1, 2.6], [-2.3, 4.7, -0.5], [-1.3, 1.5, -2.1], [-1.1, -0.6, 1.2], [-1.9, -1.7, -0.6], [-0.5, -1.0, -0.2], [0.9, 0.5, -0.1], [-1.0, 0.7, -0.4], [0.1, -1.1, 0.3], [1.7, -1.0, -1.1], [0.3, -0.8, 1.0], [0.5, 0.4, 0.2], [0.0, -0.4, -0.2], [0.1, -0.3, 0.1], [-0.1, 1.5, 1.2], [0.4, 0.6, -1.7], [2.5, 0.1, 0.4], [-1.4, -1.7, 0.9], [-1.9, 6.0, 6.3], [3.3, -4.2, -6.9], [-0.4, 2.7, -5.8], [1.1, 0.8, -0.2], [-0.8, -3.7, 6.1], [-1.1, 0.6, 0.2], [-0.6, -0.2, 1.0], [1.7, 0.0, -1.4], [-1.1, -0.2, 0.5], [-1.2, 2.9, 0.5], [2.2, -2.9, -0.9], [0.1, 1.2, -0.3], [0.5, 2.3, 2.5], [-0.9, -3.1, -2.1], [0.1, 1.2, -0.6], [2.0, 1.1, 1.9], [-3.3, -2.0, -1.4], [-0.6, -0.5, -1.4], [1.1, 2.1, -1.5], [-0.3, -1.9, 3.3], [2.7, -0.8, -0.1], [0.9, 3.0, 0.7], [-2.5, -1.9, -1.2], [0.2, 1.8, 0.9], [-1.7, -2.5, -0.6], [1.8, 0.6, -0.2], [1.0, 1.3, 2.2], [0.3, -2.4, 1.7], [-1.3, 1.4, -3.9], [-0.3, 0.3, 0.3], [1.4, 0.6, -1.2], [-0.8, -1.4, 1.0], [2.8, 1.1, -0.5], [0.5, -0.3, 0.6], [-3.2, -0.8, -0.5]],
  "mulliken_charge": [-0.495, 0.361, 0.623, -1.021, -1.098, 0.574, -0.389, -0.983, 0.429, 0.271, 0.309, 0.280, 0.330, 0.334, -0.478, -0.015, 0.100, 0.190, 0.307, 0.470, 0.365, 0.256, -0.600, 0.286, 0.295, -0.610, 0.263, 0.279, -0.549, 0.252, 0.305, -0.536, 0.291, 0.365, -0.689, 0.226, 0.370, -0.793, 0.289, 0.335, -0.590, 0.522, 0.439, -0.931, 0.313, 0.375, -0.639, 0.280, 0.330, -0.622, 0.410, 0.249, -0.610, 0.294, 0.337, -0.657],
  "spin_multiplicity": 1,
  "e_above_lowest_kj_mol": 621.8,
  "total_energy_ha": -1299.61959
}